A molecular structure, C20H26CoN3O5P at a distorted geometry, computed with the ωB97M-V functional and the def2-TZVPD basis.

```
56
Properties=species:S:1:pos:R:3:forces:R:3:mulliken_charge:R:1
Co -0.257 1.015 0.550 0.8 1.0 0.9 -0.382
C -0.410 -0.001 4.566 0.0 0.0 0.0 -1.091
C -0.345 -0.130 3.172 0.0 0.1 0.1 -0.223
N -0.330 0.951 2.406 -0.5 0.0 0.4 0.793
C -0.362 2.181 2.967 0.0 -0.2 0.0 0.696
C -0.441 2.400 4.332 0.0 0.1 0.2 0.446
C -0.471 1.248 5.145 0.0 0.0 0.0 -0.616
C -0.473 3.768 4.790 0.0 -0.1 0.0 -0.912
C -0.408 4.798 3.911 0.0 0.0 -0.1 -0.853
C -0.301 4.563 2.491 0.0 0.2 0.1 0.480
C -0.228 5.553 1.488 0.0 0.0 0.0 -0.589
C -0.132 5.178 0.168 0.0 0.0 0.0 -0.998
C -0.098 3.819 -0.176 0.1 0.1 0.1 -0.253
N -0.158 2.887 0.759 0.3 0.3 -0.3 0.700
C -0.271 3.249 2.057 -0.1 0.1 -0.2 0.314
H -0.417 -0.897 5.170 0.0 0.0 0.0 0.477
H -0.303 -1.095 2.684 0.0 0.0 0.0 0.681
H -0.532 1.349 6.222 0.0 0.0 0.0 0.532
H -0.553 3.957 5.852 0.0 0.0 0.0 0.510
H -0.427 5.821 4.265 0.0 0.0 0.0 0.508
H -0.254 6.601 1.761 0.0 0.0 0.0 0.531
H -0.074 5.915 -0.620 0.0 0.0 0.0 0.472
H -0.020 3.498 -1.208 0.0 0.0 0.0 0.508
C 4.740 -0.297 -1.038 -0.1 0.0 0.0 -0.726
O 3.450 0.407 -0.946 0.0 0.2 0.0 -0.354
P 2.231 -0.159 -0.136 0.1 -0.2 -0.3 -0.036
O 1.805 1.142 0.853 -0.1 -0.3 -0.3 0.222
C 2.724 1.705 1.831 -0.1 -0.2 0.1 -0.715
O 0.926 0.354 -1.090 -0.4 0.1 -0.3 -0.179
C 1.062 0.756 -2.493 0.0 -0.1 0.2 -0.771
H 4.783 -0.801 -1.998 0.0 0.0 0.0 0.319
H 4.843 -1.011 -0.224 0.0 0.0 0.0 0.380
H 5.505 0.468 -0.976 0.0 0.0 0.0 0.268
H 3.640 1.973 1.311 0.0 0.0 0.0 0.352
H 2.924 0.988 2.627 0.0 0.0 0.0 0.293
H 2.265 2.601 2.236 0.0 0.0 0.0 0.266
H 1.754 0.085 -2.990 0.0 0.0 0.0 0.292
H 1.432 1.776 -2.545 0.0 0.0 0.0 0.339
H 0.075 0.667 -2.936 0.0 0.0 0.0 0.325
O -2.095 1.326 0.494 -0.4 -0.6 -0.4 -0.508
C -2.389 0.087 0.412 -0.1 0.1 -0.1 1.043
O -1.432 -0.712 0.348 0.5 -0.4 0.1 -0.733
C -3.825 -0.382 0.431 0.0 0.0 -0.1 -0.117
N -3.898 -1.775 -0.174 0.0 0.0 0.0 -0.093
C -5.056 -1.767 -1.163 0.0 0.0 0.0 -0.582
C -5.058 -0.336 -1.661 0.0 0.0 0.1 -0.606
C -4.811 0.477 -0.384 0.0 -0.1 -0.1 -0.706
H -4.115 -0.451 1.481 0.0 0.0 0.0 0.347
H -4.014 -2.500 0.535 0.0 0.0 0.0 0.375
H -3.016 -1.985 -0.649 0.0 0.0 0.0 0.384
H -5.958 -1.997 -0.598 0.0 0.0 0.0 0.347
H -4.894 -2.538 -1.912 0.1 0.0 0.0 0.383
H -6.006 -0.087 -2.132 0.0 0.0 0.0 0.432
H -4.266 -0.179 -2.397 0.0 0.0 0.0 0.272
H -5.736 0.604 0.175 0.0 0.0 0.0 0.424
H -4.397 1.464 -0.575 0.0 0.0 0.0 0.332
```
Forces are in eV/Å.

Its net charge is +3. The value obtained for the strongest force on any atom is 1.6 eV Å⁻¹. As for the gap between HOMO and LUMO: 7.34 eV. The spin multiplicity is 1. The calculation puts the total energy at -3041.43529 hartree. The value obtained for the HOMO energy is -17.752 eV. The relative energy (zero: lowest compared OMol25 entry of this formula, charge and spin) is 0.881 eV.